No. 1
Density functional theory data (the ωB97M-V functional and the def2-TZVPD basis) for the molecule CH3NO3.

Properties
Frontier orbital gap   11.14 eV
Calculated total energy   -8716.6373 eV
E_LUMO   0.01778 hartree
SMILES   NOC(=O)O
Energy relative to the best compared isomer or geometry (same formula, charge and spin)   7.6 kcal per mole

Structure (XYZ):
```
8
CH3NO3 | the OMol25 dataset | the ωB97M-V functional and the def2-TZVPD basis
N 1.75 -0.06 0.10
H 1.53 -0.75 -0.58
O -1.67 0.91 0.04
H 1.85 -0.37 1.05
H -2.58 0.63 -0.25
O -0.71 -1.12 -0.19
C -0.68 0.06 -0.09
O 0.51 0.70 -0.09
```

No. 2
Density functional theory data (the ωB97M-V functional and the def2-TZVPD basis) for C28H49N2OP3RuSe as an isolated structure.

Properties
Frontier orbital gap (alpha / beta)   8.70 / 5.19 eV
Calculated total energy   -130613.3578 eV
2S+1   5
E_LUMO (alpha / beta)   -0.38804 / -0.50687 hartree
Total charge   +4
Energy relative to the best compared isomer or geometry (same formula, charge and spin)   0.0 kcal per mole

Structure (XYZ):
```
85
C28H49N2OP3RuSe | the OMol25 dataset | the ωB97M-V functional and the def2-TZVPD basis
H -6.47 1.52 2.29
Ru -0.44 0.07 -0.20
H -4.71 1.75 0.54
H 2.47 1.93 1.73
H -0.88 2.14 -4.02
H 6.26 -0.93 1.83
H -0.14 -1.07 -3.77
H 4.57 -4.96 -1.20
C -0.13 2.21 2.68
H 1.45 2.86 -1.74
H -2.50 1.26 1.18
C 2.70 -1.35 0.22
H 5.67 -3.49 1.92
H 5.45 -3.71 -2.11
H -1.55 -3.51 0.79
H -7.65 3.22 -2.25
C -1.18 1.77 -3.03
H -1.76 3.26 0.11
P 0.20 2.04 0.87
H -0.31 3.73 -0.83
H 0.32 -3.68 -1.16
H 2.10 3.57 1.13
H -3.36 -0.81 -1.90
C 3.09 -0.71 3.11
H -1.18 2.01 2.91
H -1.45 2.62 -2.39
C -6.07 2.47 -0.97
H 6.00 -4.10 0.29
C -5.75 2.01 0.32
H -2.21 -1.14 -3.22
H 2.09 -2.20 -1.74
H 4.88 1.01 5.45
C 4.14 -1.08 2.25
H -2.73 -3.90 -0.48
H 0.21 -2.84 -2.73
H -9.42 3.01 -0.50
H 2.51 1.43 -1.95
H 2.48 2.26 -0.01
H 1.82 2.26 -3.37
C -2.27 0.25 0.84
C 5.45 -0.70 2.53
H -8.84 2.16 1.78
C -2.27 -3.08 0.08
Se -4.74 2.57 -2.33
C 0.67 -0.36 -3.56
H -0.56 4.37 0.83
H -3.04 -2.55 0.64
C -0.37 -3.24 -1.89
C -2.67 -1.55 -2.31
H 6.75 0.22 3.98
N 4.53 -2.62 0.36
C 3.93 -2.95 -0.80
C 3.35 0.09 4.23
P 0.18 0.83 -2.26
C 1.62 1.96 -2.33
H 6.61 -2.52 0.76
H 2.07 -1.03 2.88
N 3.80 -1.68 1.01
O 1.86 -0.47 0.55
C 5.76 -3.20 0.87
H 0.91 0.18 -4.49
C -8.07 2.25 1.01
H 0.12 3.23 3.02
H -2.06 1.12 -3.14
H -3.23 -2.46 -2.57
H 3.79 -4.13 -2.55
C -1.32 -0.52 1.64
H -1.02 -4.04 -2.28
C 1.98 2.50 0.93
C -8.39 2.73 -0.27
H -3.10 -0.30 0.39
H -0.90 -0.03 2.52
P -1.37 -1.94 -1.07
C 5.72 0.00 3.71
H -1.49 -1.59 1.74
H 1.57 -0.91 -3.24
C -7.41 2.84 -1.26
C -0.69 3.49 0.18
C 2.80 -2.19 -0.94
H 2.52 0.44 4.84
H 0.50 1.50 3.23
C -6.74 1.89 1.29
H -3.65 2.06 -1.41
C 4.68 0.42 4.55
C 4.47 -3.99 -1.71
```

No. 3
Density functional theory data (the ωB97M-V functional and the def2-TZVPD basis) for a 2-piece molecular cluster, C5H10O2 overall.

Properties
Frontier orbital gap   9.92 eV
Calculated total energy   -9439.7645 eV
E_LUMO   0.02766 hartree
SMILES   C=COCC.C=O
Energy relative to the best compared isomer or geometry (same formula, charge and spin)   75.6 kcal per mole

Structure (XYZ):
```
17
C5H10O2 | the OMol25 dataset | the ωB97M-V functional and the def2-TZVPD basis
C 1.38 0.07 -0.84
H 2.30 0.50 -1.26
H -1.80 1.52 1.33
H 2.41 -0.99 0.68
H 1.17 -0.86 -1.39
C 1.60 -0.26 0.63
H -1.67 1.04 -1.06
H 0.72 -0.72 1.09
C -1.70 -1.55 -0.25
H 1.90 0.61 1.22
O 0.37 1.03 -1.19
H -2.57 -1.12 0.29
C -0.77 1.16 -0.46
O -0.80 -2.12 0.31
H 0.04 1.67 1.42
H -1.74 -1.46 -1.35
C -0.84 1.48 0.83
```

No. 4
Density functional theory data (the ωB97M-V functional and the def2-TZVPD basis) for a 2-piece molecular cluster, C4H5BrF2O overall.

Properties
Frontier orbital gap (alpha / beta)   9.81 / 6.29 eV
Calculated total energy   -81748.7687 eV
E_LUMO (alpha / beta)   0.02369 / -0.03656 hartree
Energy relative to the best compared isomer or geometry (same formula, charge and spin)   3.5 kcal per mole

Structure (XYZ):
```
13
C4H5BrF2O | the OMol25 dataset | the ωB97M-V functional and the def2-TZVPD basis
C 0.95 0.44 -1.41
H 1.83 0.13 -0.84
O -0.89 -1.28 -0.94
H -2.18 -0.03 0.23
C -0.26 -0.12 -0.82
H -2.29 0.18 -1.60
H 1.08 0.05 -2.43
C -1.69 -0.10 -0.74
F -0.68 0.01 2.60
H 0.89 1.52 -1.42
C 0.54 -0.26 2.11
Br 1.51 -1.46 3.24
F 1.19 0.93 2.01
```

No. 5
Density functional theory data (the ωB97M-V functional and the def2-TZVPD basis) for the molecule C4H7NO2.

Properties
Frontier orbital gap   10.44 eV
Calculated total energy   -9841.9650 eV
E_LUMO   0.01232 hartree
SMILES   O=CN1C[C@H]1CO
Energy relative to the best compared isomer or geometry (same formula, charge and spin)   122.6 kcal per mole

Structure (XYZ):
```
14
C4H7NO2 | the OMol25 dataset | the ωB97M-V functional and the def2-TZVPD basis
O 2.46 -0.46 -0.01
H 0.20 1.49 1.48
C 0.27 0.52 -0.50
H 0.44 0.54 -1.67
H -2.45 -0.08 1.01
C 1.03 -0.62 0.16
H 2.71 0.23 0.49
H 0.51 -0.36 1.13
O -1.44 -1.49 -0.11
H 0.96 -1.58 -0.19
C -1.62 -0.31 0.35
C -0.13 1.58 0.35
N -1.14 0.84 -0.47
H 0.08 2.55 -0.13
```

No. 6
Density functional theory data (the ωB97M-V functional and the def2-TZVPD basis) for C8H14N3 as an isolated structure.

Properties
Frontier orbital gap   9.74 eV
Calculated total energy   -12984.1978 eV
E_LUMO   -0.11432 hartree
Total charge   +1
Energy relative to the best compared isomer or geometry (same formula, charge and spin)   85.6 kcal per mole

Structure (XYZ):
```
25
C8H14N3 | the OMol25 dataset | the ωB97M-V functional and the def2-TZVPD basis
C -2.82 0.54 0.36
C -1.99 -2.19 -0.12
H 2.81 -2.60 -0.29
H -3.02 -1.86 -0.05
H 3.42 -1.07 -0.73
N -1.41 0.24 0.21
C 1.47 0.56 -0.13
H -1.53 2.70 0.64
C 2.77 -1.53 -0.12
N -0.67 2.39 0.20
H 3.19 -1.61 0.93
H 2.18 2.47 0.27
H 2.60 2.02 -1.35
H -0.04 3.04 -0.03
C -0.96 -1.11 -0.01
H -3.43 0.23 -0.45
C -0.45 1.13 0.05
H -1.84 -2.95 0.68
H -2.79 1.61 0.21
H -3.10 0.22 1.44
C 1.44 -0.77 -0.17
H -1.91 -2.81 -1.01
H 3.43 1.22 -0.13
C 2.40 1.64 -0.38
N 0.24 -1.52 -0.02
```

No. 7
Density functional theory data (the ωB97M-V functional and the def2-TZVPD basis) for an isolated ion of composition C4H9NO2 and charge +1.

Properties
Frontier orbital gap (alpha / beta)   10.85 / 5.54 eV
Calculated total energy   -9868.5123 eV
2S+1   2
E_LUMO (alpha / beta)   -0.12711 / -0.32149 hartree
Total charge   +1
Energy relative to the best compared isomer or geometry (same formula, charge and spin)   62.0 kcal per mole

Structure (XYZ):
```
16
C4H9NO2 | the OMol25 dataset | the ωB97M-V functional and the def2-TZVPD basis
N 0.76 0.14 -1.63
H 0.69 -1.38 0.98
C 0.24 0.42 -0.31
H 2.61 -1.27 0.60
H 0.96 0.04 1.86
H 1.76 0.39 -1.61
C -2.06 0.22 0.90
H -3.12 0.02 0.72
O -1.67 0.74 1.90
H 0.26 -0.63 -2.08
H -1.70 1.02 -1.00
O 2.39 -0.35 0.40
C -1.29 0.18 -0.39
H -1.43 -0.63 -1.12
H 0.60 1.43 -0.08
C 1.01 -0.34 0.84
```